105
Properties=species:S:1:pos:R:3 method="wB97M-V/def2-TZVPD" orbital_gap_ha="0.2989 / 0.2111" energy_ha=-3856.28322 s_squared=6.032 relative_energy_kj_mol=195.9 max_force_ha_per_bohr=0.0162 total_charge=+1 spin_multiplicity=5 homo_energy_ev="-10.52 / -10.32"
Ru 1.02477 -1.01408 -2.04669
C -5.39559 5.63924 2.69593
C -4.51407 4.51244 2.24184
C -4.58866 4.02193 0.94200
C -3.76889 2.98576 0.52155
C -2.86899 2.43158 1.41719
C -2.76686 2.90935 2.71613
C -3.58879 3.94290 3.11989
S -1.80408 1.11883 0.83600
O -0.41479 1.77256 0.96803
C -2.04523 -0.06530 2.15913
C -3.24168 -0.78921 1.97319
C -3.58364 -1.79057 2.82656
C -2.68212 -2.19970 3.83694
C -2.97657 -3.28952 4.68879
C -2.06634 -3.71784 5.61125
C -0.80982 -3.09054 5.70430
C -0.50938 -2.01540 4.91648
C -1.44879 -1.51181 3.98282
C -1.17200 -0.35521 3.17415
C -0.01592 0.51352 3.54484
C -0.02288 1.11549 4.84924
C -1.15029 1.06021 5.70744
C -1.11026 1.60510 6.95944
C 0.05039 2.25279 7.42455
C 1.13095 2.38049 6.60119
C 1.11467 1.83962 5.29411
C 2.19668 2.04138 4.40898
C 2.14390 1.55893 3.13915
C 1.05087 0.77451 2.71974
S 1.16884 0.41041 0.95597
O 0.35081 -0.74299 0.49398
C 2.15854 0.59942 -2.61270
C 3.32227 0.42331 -3.35338
C 4.25117 1.45232 -3.45120
C 4.04276 2.66951 -2.81178
C 5.06220 3.77297 -2.86681
C 2.85109 2.85117 -2.11308
C 1.90552 1.84010 -2.02984
H -6.24326 5.77442 2.02717
H -4.83073 6.57344 2.71910
H -5.76629 5.45899 3.70460
H -5.29508 4.45640 0.24567
H -3.83042 2.60940 -0.49172
H -2.05222 2.47245 3.40434
H -3.51485 4.31352 4.13509
H -3.89834 -0.51438 1.15362
H -4.52814 -2.30837 2.71782
H -3.93461 -3.78472 4.58974
H -2.29547 -4.55550 6.25652
H -0.07619 -3.46374 6.40667
H 0.46687 -1.55729 4.98465
H -2.05831 0.58393 5.36501
H -1.97943 1.54200 7.60092
H 0.07205 2.66310 8.42518
H 2.01422 2.91440 6.92970
H 3.05144 2.61062 4.75165
H 2.94914 1.74770 2.43901
H 3.53040 -0.51431 -3.85479
H 5.14998 1.30233 -4.03796
H 5.83188 3.56745 -3.60852
H 5.55010 3.88411 -1.89610
H 4.59054 4.72694 -3.10267
H 2.64674 3.80370 -1.63625
H 0.96784 2.03720 -1.52627
C -2.84994 0.87231 -4.30008
C -1.58461 1.24664 -4.72435
C -0.45740 0.76579 -4.07017
C -0.56757 -0.11133 -2.98941
C -1.85439 -0.48536 -2.58274
C -2.98178 0.00092 -3.22732
H -3.72871 1.25615 -4.80262
H -1.47146 1.91437 -5.56857
H 0.51964 1.07705 -4.41669
H -1.97861 -1.19459 -1.77603
H -3.96333 -0.32687 -2.90380
C 4.95950 -4.21286 -1.92124
N 4.37489 -3.27340 -0.97025
C 4.80368 -3.15974 0.30896
C 4.27727 -2.24714 1.15418
C 3.21497 -1.42540 0.67183
O 2.68819 -0.57022 1.47989
N 2.79328 -1.55750 -0.58321
C 3.36191 -2.45299 -1.42258
O 2.96312 -2.53217 -2.58848
H 5.71595 -4.80904 -1.41976
H 5.40923 -3.66616 -2.74851
H 4.18509 -4.85729 -2.33187
H 5.58622 -3.83937 0.61629
H 4.62090 -2.13283 2.16924
O -1.44036 -3.62682 -9.13662
C -0.28506 -3.37797 -8.49736
O 0.73696 -3.27141 -9.11122
C -0.33385 -3.23854 -7.00456
C -1.34214 -3.77605 -6.21014
C -1.25957 -3.70860 -4.83099
C -0.17359 -3.07894 -4.22446
S -0.06437 -3.08025 -2.47429
C 0.81886 -2.49706 -5.02188
C 0.73927 -2.59204 -6.39513
H -2.19640 -3.64557 -8.54233
H -2.18510 -4.29791 -6.64825
H -2.03563 -4.13956 -4.21234
H 1.66894 -2.01440 -4.56106
H 1.51839 -2.19128 -7.02955

---

19
Properties=species:S:1:pos:R:3 method="wB97M-V/def2-TZVPD" orbital_gap_ha=0.4568 energy_ha=-198.87542 relative_energy_kj_mol=36.1 max_force_ha_per_bohr=0.0226 spin_multiplicity=1 homo_energy_ev=-11.31 smiles=CCC.CC
C 0.59370 -1.70834 1.46971
C -0.60229 -0.72763 1.55137
C -0.45007 0.61579 2.26628
H 0.23436 -2.73422 1.44212
H 1.16415 -1.45165 0.57988
H 1.20596 -1.65603 2.37326
H -1.41451 -1.30315 2.00052
H -0.89516 -0.53049 0.52077
H -0.39599 1.44936 1.56503
H 0.51601 0.63215 2.78555
H -1.22953 0.83129 2.99034
C 0.40888 0.25325 -1.98185
C -0.05790 1.38636 -2.91580
H 1.47682 0.06650 -2.07531
H 0.24963 0.58056 -0.95376
H -0.21238 -0.62175 -2.16033
H -1.13969 1.30032 -3.03980
H 0.33364 1.26849 -3.92544
H 0.21437 2.34919 -2.49253